Record 1
Density functional theory data (wB97M-V/def2-TZVPD) for C5H6ClN in the gas phase in a non-equilibrium geometry.

```
13
Properties=species:S:1:pos:R:3:forces:R:3:mulliken_charge:R:1
C 0.861931 1.070322 -0.206218 -0.567 -0.030 -0.615 0.831
C 0.932127 -1.243941 -0.116010 -2.478 -2.226 -1.043 -0.573
C -0.603883 -1.228112 -0.256133 2.527 -0.810 -3.263 -0.324
C -0.024366 2.035472 -0.093495 0.331 2.238 -4.091 -0.906
C -1.252473 -0.270120 0.333015 -1.108 -1.133 2.123 -0.235
N 1.422456 0.025225 -0.352647 2.264 2.348 -0.121 -0.470
Cl -2.850405 0.058958 -0.129047 -0.920 0.602 0.052 -0.182
H 1.471985 -1.960601 -0.749019 -0.548 0.063 0.095 0.340
H 1.075430 -1.525578 0.863199 1.130 -0.518 2.418 0.300
H -0.915590 -1.542118 -1.247722 -0.461 -0.289 0.128 0.260
H -0.274812 2.700634 -1.073818 0.344 -2.174 2.159 0.203
H 0.056358 2.679998 0.706292 -0.131 1.028 2.090 0.282
H -0.920811 -0.038024 1.333915 -0.380 0.900 0.070 0.474
```
Positions in Å, forces in eV/Å.

Summary:
**Net charge**: 0
**SMILES**: C=C=NC/C=C/Cl
**Energy**: -708.9309 Eh
**Max |F|**: 4.7 eV Å⁻¹

=====

Record 2
Density functional theory data (wB97M-V/def2-TZVPD) for C5H6ClN3 in the gas phase in a non-equilibrium geometry.

```
15
Properties=species:S:1:pos:R:3:forces:R:3:mulliken_charge:R:1
C -1.127533 -0.810343 0.080558 -0.219 5.268 -2.206 -0.163
C -0.105996 0.111099 0.053423 0.044 -0.428 0.472 0.287
C -0.856163 1.279846 -0.659730 1.630 -0.944 -0.710 -0.789
C -2.081238 0.379726 -0.679183 -0.800 -5.468 -0.798 0.378
C 2.379785 -0.289978 0.605554 -0.543 3.598 -0.671 -0.814
N -0.680364 -1.981755 0.429922 -0.460 -2.334 0.584 -0.439
N 0.571977 -1.860440 0.701659 1.222 -0.301 0.275 -0.549
N 0.996318 -0.597288 0.465959 -2.099 0.378 -0.730 0.523
Cl -3.320186 0.825955 0.446834 -0.983 0.678 0.157 -0.189
H -1.027261 2.200918 -0.100282 0.303 -0.048 -0.307 0.331
H -0.400435 1.378261 -1.676050 -0.575 0.570 0.784 0.203
H -2.564970 -0.174593 -1.668100 1.373 2.274 2.296 0.313
H 2.990109 -0.960634 0.104778 0.992 -1.122 -1.428 0.300
H 2.545526 0.813523 0.298736 -0.210 -1.954 0.081 0.290
H 2.680424 -0.314292 1.595925 0.324 -0.167 2.201 0.319
```
Positions in Å, forces in eV/Å.

Summary:
**Net charge**: 0
**SMILES**: Cn1nnc2c1C[C@@H]2Cl
**Energy**: -818.4406 Eh
**Max |F|**: 5.7 eV Å⁻¹

=====

Record 3
Density functional theory data (wB97M-V/def2-TZVPD) for C5H6ClNO in the gas phase in a non-equilibrium geometry.

```
14
Properties=species:S:1:pos:R:3:forces:R:3:mulliken_charge:R:1
C 0.038163 0.426334 -0.159836 -0.994 2.512 -4.842 -0.337
C -1.133133 -0.237894 -0.243457 2.467 1.706 0.236 -0.074
C 0.931105 0.201197 0.869804 4.231 -1.713 -2.537 0.545
C 2.544476 -0.039668 0.472443 -1.612 1.671 0.234 0.458
C -2.256570 -0.151331 -1.124899 0.212 0.046 -3.118 -1.174
N 0.543392 -0.148407 1.954127 -2.069 -0.190 4.000 -0.626
O 3.269843 -0.910397 0.777829 -0.534 0.354 -0.131 -0.375
Cl 3.106510 1.454096 -0.466153 0.110 -0.699 0.228 -0.236
H 0.497491 1.196732 -0.910368 -1.660 -1.359 0.990 0.213
H -1.210529 -0.961502 0.475336 -0.255 -1.826 1.989 0.410
H -2.458804 0.867750 -1.454419 0.049 -0.107 -0.279 0.314
H -2.032767 -0.821356 -2.022657 -0.381 0.980 0.770 0.254
H -3.136203 -0.555487 -0.712287 -1.057 -0.436 0.743 0.357
H 1.297028 -0.320070 2.544540 1.492 -0.939 1.716 0.269
```
Positions in Å, forces in eV/Å.

Summary:
**Net charge**: 0
**SMILES**: [H]/N=C(/C=C/C)C(=O)Cl
**Energy**: -784.2337 Eh
**Max |F|**: 5.5 eV Å⁻¹

=====

Among the records above, which one has the lowest max |F|? C5H6ClN